[1]
C20H18BrN5O3 | ωB97M-V/def2-TZVPD

## Properties
Energy relative to the best compared isomer or geometry (same formula, charge and spin) = 4.77 kJ/mol
Total charge = 0
HOMO-LUMO gap = 9.3 eV
E_LUMO = 0.0194 Eh
Strongest force on any atom = 1.12 eV Å⁻¹
SMILES string = CCOC(=O)c1c(NC(=O)c2nn(CC)cc2Br)c(C#N)cn1-c1ccccc1
E_HOMO = -8.74 eV

Geometry (Å):
Br  -2.63675  1.89102  -0.04873
O  2.96799  0.94028  -1.17224
O  0.71967  0.90784  -1.20681
O  -0.16661  -1.68951  -1.27564
N  -3.12513  -1.84450  -1.56198
N  2.81754  -0.40915  1.40313
N  -0.66160  -1.90778  4.22428
N  -4.30659  -1.30631  -1.80592
N  -0.68198  -0.60569  0.65949
C  6.89342  0.11439  0.66070
C  -0.97687  -1.13968  -0.57096
C  2.34969  -0.90477  2.56181
C  0.60351  -0.59133  1.17999
C  1.91403  0.58389  -0.69857
C  -3.16056  0.24747  -0.79621
C  -2.39460  -0.92977  -0.94467
C  -5.35057  -2.08953  -2.41337
C  6.12658  -0.65074  -0.20313
C  0.75164  3.17617  -2.08168
C  6.30885  0.70786  1.76622
C  0.71303  1.68803  -2.39913
C  -6.32433  -2.61810  -1.36415
C  0.09519  -1.52565  3.45036
C  4.77577  -0.82508  0.03138
C  1.76683  -0.18510  0.53953
C  -4.38356  -0.03636  -1.36627
C  4.95633  0.54400  2.00769
C  0.97416  -1.04325  2.47442
C  4.19116  -0.21658  1.13413
H  1.68839  3.42491  -1.58890
H  6.90356  1.30541  2.44065
H  -5.25682  0.57248  -1.47989
H  -5.79546  -3.23242  -0.64004
H  1.57353  1.40515  -3.01360
H  -5.87579  -1.46971  -3.14503
H  -4.85943  -2.91894  -2.92528
H  4.48855  1.01454  2.86023
H  3.00325  -1.15971  3.37330
H  -7.08842  -3.22328  -1.84308
H  -0.07432  3.44190  -1.42597
H  -6.80810  -1.79758  -0.83918
H  -1.43310  -0.41405  1.30774
H  4.17062  -1.42109  -0.63319
H  -0.21281  1.41639  -2.91155
H  6.58265  -1.11607  -1.06342
H  0.67466  3.74773  -3.00212
H  7.94771  0.24902  0.47149

Löwdin atomic charge list, values in e, 8 entries:
1. Br 0.786
2. O 0.122
3. O -0.030
4. O 0.119
5. N 0.167
6. N 0.023
7. N 0.155
8. N -0.169

***

[2]
C23H35BClNO6P3 | ωB97M-V/def2-TZVPD

## Properties
Total charge = -1
HOMO-LUMO gap = 4.4 eV
E_LUMO = 0.0296 Eh
Strongest force on any atom = 0.41 eV Å⁻¹
E_HOMO = -3.64 eV

Geometry (Å):
Cl  -2.22735  3.02310  -1.73423
P  -0.44684  2.92741  -0.18736
P  0.12340  0.74327  -1.03996
P  1.21127  2.88268  1.50981
O  -1.63408  2.17252  2.41155
O  0.37462  3.30966  -2.84767
O  -2.34005  4.50653  0.89350
O  -1.61570  -6.00086  -2.91014
O  1.01890  -4.84815  1.62593
O  -2.56978  1.02589  0.53568
N  1.54192  0.55670  -1.77570
C  0.75569  3.53867  -1.51527
C  1.97118  1.19648  1.72407
C  2.70939  3.79783  0.85916
C  1.47434  3.44656  -3.70880
C  -2.30865  -7.42384  -0.61157
C  -1.31695  -6.44889  -0.61495
C  1.74514  -3.43537  -0.68896
C  3.73262  3.03903  0.00356
C  -0.62880  -6.15443  0.56019
C  -4.16112  5.21731  2.22536
C  1.18655  0.31973  2.70020
C  0.07266  -4.71641  -1.86478
C  1.39022  -3.08564  -3.04158
C  0.39648  -4.04862  -3.04147
C  -2.66033  5.29296  2.01783
C  -1.00838  4.65674  0.43157
C  -1.91725  -7.81187  1.72907
C  0.75141  -4.40832  -0.68262
C  0.43737  -5.10514  0.59328
C  -0.93171  -6.84029  1.73142
C  2.06669  -2.78179  -1.86616
C  -1.00608  -5.73885  -1.89447
C  -2.60774  -8.10266  0.55673
B  -1.73675  2.00371  1.04735
H  -2.12311  4.91703  2.89994
H  2.12262  -0.12429  -1.30191
H  1.67985  2.98787  -1.32597
H  -0.38231  -6.59059  2.62915
H  -3.38116  -8.86015  0.55802
H  3.19677  4.19564  1.75416
H  2.28999  2.76807  -3.42869
H  -0.03081  -0.15879  0.05534
H  -2.83010  -7.62893  -1.53681
H  -0.37277  4.95644  1.27443
H  -2.64979  0.24897  1.09283
H  0.88023  0.89351  3.57742
H  3.26557  2.25495  -0.59700
H  1.63058  -2.54970  -3.94972
H  0.27896  -0.07722  2.24082
H  0.91943  4.61313  -1.33320
H  4.49050  2.56390  0.63025
H  -4.43271  5.44969  3.25747
H  2.14365  0.66926  0.78324
H  -0.15179  -4.29361  -3.94095
H  -0.97037  0.29634  -1.82288
H  1.13879  3.19607  -4.71599
H  2.96246  1.39659  2.14541
H  -0.94828  5.40840  -0.36150
H  -2.15210  -8.34467  2.64173
H  1.85797  4.47881  -3.70896
H  -2.19151  1.55828  2.90175
H  -4.49760  4.20512  1.99672
H  2.24552  -3.19999  0.24081
H  4.25335  3.71156  -0.68333
H  1.78289  -0.53385  3.03552
H  2.33337  4.66650  0.31386
H  -2.33609  6.32920  1.85224
H  -4.69239  5.90630  1.56773
H  2.82808  -2.01549  -1.87255

Löwdin atomic charge list, values in e, 8 entries:
1. Cl 0.152
2. P 0.418
3. P 0.637
4. P 0.904
5. O 0.073
6. O -0.312
7. O -0.279
8. O 0.099

***

[3]
C14H22F3GeNO4S2V | ωB97M-V/def2-TZVPD

## Properties
Multiplicity = 2
Energy relative to the best compared isomer or geometry (same formula, charge and spin) = 26.73 kJ/mol
Total charge = +2
HOMO-LUMO gap (alpha / beta) = 5.3 / 5.3 eV
E_LUMO (alpha / beta) = -0.3883 / -0.3898 Eh
Strongest force on any atom = 3.42 eV Å⁻¹
E_HOMO (alpha / beta) = -15.87 / -15.87 eV
Expectation value of S² = 0.827

Geometry (Å):
Ge  6.13097  11.20924  12.50250
V  7.06537  8.41180  9.53779
S  9.11966  7.78889  8.45992
S  5.96292  10.70034  9.53866
F  10.21751  5.39329  7.62661
F  10.17791  4.66545  5.59422
F  10.40761  6.87917  5.98107
O  5.95203  11.70463  8.57295
O  7.41613  10.20802  9.89190
O  5.24868  10.85986  10.88540
O  5.50250  9.32781  9.03196
N  6.69245  7.19087  7.85429
C  6.98753  8.47021  13.78777
C  5.68193  6.79874  7.07004
C  5.14992  11.91495  13.94684
C  5.99896  11.76556  15.19626
C  8.15347  7.67470  15.92245
C  7.04892  9.38285  12.53038
C  8.31091  6.04684  6.43374
C  8.31245  8.20619  14.50562
C  5.81476  12.86688  16.23326
C  7.99485  6.92291  7.52914
C  7.25303  5.70659  5.63580
C  4.69894  12.57429  17.19673
C  9.82877  5.70349  6.38245
C  5.91256  6.08094  5.90718
H  5.18584  5.88360  5.17765
H  7.42334  5.19779  4.73607
H  8.97272  7.50181  13.96536
H  8.10171  9.58357  12.34468
H  4.14658  11.54220  14.11985
H  7.04189  11.75848  14.90113
H  5.09715  12.95698  13.63650
H  7.90610  8.48248  16.66303
H  8.86001  9.13041  14.60460
H  3.71987  12.36614  16.75164
H  7.04966  12.29818  11.98328
H  6.48786  7.51546  13.61307
H  6.53438  8.84165  11.70776
H  9.07582  7.18944  16.23548
H  7.36908  6.94894  16.03499
H  4.40949  13.45701  17.80657
H  5.01742  11.78084  17.94033
H  4.67988  7.09905  7.39160
H  6.33671  9.02341  14.48896
H  5.63907  13.84187  15.69319
H  5.80285  10.78777  15.67768
H  6.73016  12.98387  16.76795

Löwdin atomic charge list, values in e, 8 entries:
1. Ge 1.042
2. V 1.103
3. S 0.998
4. S 0.539
5. F 0.126
6. F 0.187
7. F 0.124
8. O -0.101

***

[4]
C44H79BrN6O7PS | ωB97M-V/def2-TZVPD

## Properties
Multiplicity = 4
Total charge = 0
HOMO-LUMO gap (alpha / beta) = 7.5 / 8.2 eV
E_LUMO (alpha / beta) = -0.0226 / -0.0226 Eh
Strongest force on any atom = 1.35 eV Å⁻¹
E_HOMO (alpha / beta) = -8.15 / -8.85 eV
Expectation value of S² = 3.762

Geometry (Å):
Br  -3.75956  1.47686  -2.65207
S  -9.26371  -3.02923  0.98323
P  -6.80873  1.36491  -4.19453
O  -8.07006  -2.02032  1.22146
O  7.03545  2.59502  -1.37136
O  -7.67003  0.31270  -4.76927
O  -9.17379  -4.00379  2.01796
O  0.37090  1.61249  0.12266
O  0.90873  -3.94045  0.65894
O  -9.25929  -3.45185  -0.37989
N  -4.02439  1.35712  0.29397
N  1.06861  2.54998  0.66020
N  -8.97057  1.35912  -2.26061
N  1.51792  -5.03635  0.94172
N  8.23320  2.82201  -0.96401
N  -8.86365  1.08509  0.52162
C  1.94755  0.70500  2.02314
C  10.07385  3.37098  -3.14171
C  -6.46372  1.12554  1.94568
C  -7.71997  1.19453  -0.22148
C  -1.12623  -1.10764  0.53006
C  -10.03323  1.27189  -1.53475
C  9.04332  4.40243  -2.68651
C  9.78748  4.67569  -0.29994
C  9.17792  1.73873  -1.38403
C  -3.41030  0.00252  0.53021
C  -5.30694  1.30079  -0.29949
C  1.77394  -5.18566  -1.49363
C  2.17296  -6.51147  2.86498
C  -9.99638  1.10758  -0.12142
C  0.16038  -6.68378  -0.30989
C  -12.14374  -0.22954  0.21197
C  0.94351  -4.40092  3.24096
C  -6.46595  1.20748  0.44534
C  -0.08865  3.96500  -0.98403
C  2.29676  2.01672  1.33376
C  2.33278  3.42266  -1.27909
C  8.63661  4.24015  -1.22158
C  -11.34656  -1.50960  -0.02546
C  -0.70044  -0.47401  1.86179
C  10.42037  1.69629  -0.46452
C  1.09667  -5.57007  2.27604
C  -11.27979  0.98080  0.64612
C  1.55378  5.00608  0.50982
C  -2.11925  -0.23851  -0.24404
C  2.64520  -7.01567  -0.10794
C  -10.69328  -2.00338  1.27352
C  1.51474  -5.97973  -0.22028
C  -0.27494  -7.32097  1.00821
C  -5.38716  1.35789  -1.71463
C  2.79755  2.98836  2.42765
C  7.45537  5.14798  -0.90423
C  3.39046  1.76964  0.29274
C  8.47118  0.39608  -1.24888
C  3.63674  2.95585  -0.63518
C  9.59313  1.95261  -2.84103
C  -0.24203  -6.29885  2.14247
C  -6.58377  1.34068  -2.38215
C  1.22872  3.71660  -0.26287
C  -7.77678  1.28538  -1.61840
H  1.98767  3.61043  2.80688
H  -7.09391  0.31690  2.29916
H  2.55508  5.02502  0.93072
H  -8.23999  -1.16986  0.78090
H  -0.90599  4.11529  -0.27711
H  -1.65648  0.70617  -0.52431
H  -7.28310  2.66926  -4.42625
H  -10.99130  1.33322  -2.03665
H  2.48574  -7.75776  0.66965
H  -1.03088  -5.55991  1.96994
H  -0.35992  3.14310  -1.64322
H  -2.36202  -0.75291  -1.17568
H  2.23044  -6.38373  3.94507
H  1.14063  0.84129  2.74500
H  9.55397  4.44947  0.74113
H  -6.87511  2.03891  2.37557
H  10.24152  3.47433  -4.21511
H  7.76994  6.18665  -1.00504
H  1.98249  2.65047  -1.97144
H  9.17529  -0.39582  -1.50315
H  3.59935  3.64024  2.08350
H  1.96457  -7.56489  2.68270
H  7.10758  4.99180  0.11802
H  -1.28858  -7.71178  0.90529
H  -5.51331  1.34786  -4.70622
H  -4.13049  1.79152  1.19828
H  1.48043  5.85582  -0.16860
H  0.35744  -8.18088  1.24562
H  -10.61049  -1.40919  -0.81830
H  1.64677  -0.06347  1.31479
H  11.04009  3.55943  -2.66613
H  8.73933  1.72802  -3.48802
H  -1.54741  -2.09763  0.70111
H  2.72667  -7.55786  -1.04973
H  0.00735  4.86445  -1.59256
H  0.68904  -4.79254  4.22577
H  3.11254  0.90183  -0.31402
H  -11.85438  1.89224  0.47533
H  4.31282  1.50283  0.81367
H  3.60076  -6.52407  0.07892
H  11.27595  2.22849  -0.87806
H  1.86002  -5.87822  -2.33092
H  -4.14847  -0.75388  0.26304
H  0.21204  -7.43897  -1.09718
H  10.73516  0.66536  -0.30967
H  10.74213  4.21716  -0.54245
H  8.12763  0.23595  -0.22584
H  10.37230  1.22805  -3.08780
H  2.82879  0.34730  2.55546
H  -11.37002  -2.65655  1.81590
H  0.96772  -4.48913  -1.71135
H  -11.05511  0.94459  1.70779
H  4.11191  3.77719  -0.09151
H  9.42985  5.41371  -2.83029
H  2.50663  4.32121  -1.87573
H  8.15198  4.31386  -3.31538
H  -1.35810  -0.76048  2.67958
H  -12.02234  -2.28788  -0.37464
H  3.16012  -6.28303  2.46535
H  0.15496  -3.71668  2.93559
H  -10.37616  -1.18500  1.91331
H  -5.46678  0.99477  2.35178
H  0.83875  5.16126  1.31896
H  2.70342  -4.61980  -1.41801
H  10.20042  2.11170  0.51797
H  1.87426  -3.83755  3.32378
H  -3.22655  -0.08106  1.59896
H  -0.24169  -1.21370  -0.09413
H  9.92430  5.75345  -0.38517
H  -12.72243  0.03197  -0.67140
H  -0.46892  -6.78242  3.09532
H  -0.68345  0.61096  1.76406
H  0.30816  -0.79455  2.11481
H  -12.86688  -0.41919  1.00547
H  -0.59806  -5.95818  -0.61960
H  7.61563  0.31318  -1.91493
H  3.18922  2.42637  3.27444
H  4.34696  2.66406  -1.40930
H  6.61844  4.98022  -1.57857

Löwdin atomic charge list, values in e, 8 entries:
1. Br 0.868
2. S 0.575
3. P 0.692
4. O -0.155
5. O -0.031
6. O -0.434
7. O -0.268
8. O -0.038

***

[5]
C4H7O3S | ωB97M-V/def2-TZVPD

## Properties
Energy relative to the best compared isomer or geometry (same formula, charge and spin) = 245.19 kJ/mol
Total charge = -1
HOMO-LUMO gap (alpha / beta) = 5.4 / 5.4 eV
E_LUMO (alpha / beta) = 0.1184 / 0.1184 Eh
Strongest force on any atom = 3.42 eV Å⁻¹
E_HOMO (alpha / beta) = -2.20 / -2.20 eV

Geometry (Å):
S  -0.32822  -2.10511  1.43926
O  2.21061  0.67649  -0.45723
O  0.33769  2.06259  -0.82765
O  1.04494  -1.31550  -1.62293
C  0.42271  -0.06525  -1.69296
C  -0.35094  -0.50166  1.54176
C  0.91221  0.96879  -0.94297
C  -1.49765  0.39760  1.20222
H  -2.50335  -0.07204  0.98352
H  0.37435  -1.94635  -1.48677
H  2.37144  -0.25003  -0.55981
H  -1.70577  1.17150  1.95314
H  -0.73717  0.10005  -1.77821
H  -1.11597  0.97609  0.34442
H  0.56512  -0.09716  1.90421

Löwdin atomic charge list, values in e, 8 entries:
1. S 0.598
2. O 0.002
3. O -0.089
4. O -0.110
5. C -0.232
6. C -0.724
7. C -0.684
8. C -0.176

***

[6]
C4H6NO3S | ωB97M-V/def2-TZVPD

## Properties
Energy relative to the best compared isomer or geometry (same formula, charge and spin) = 452.91 kJ/mol
Total charge = -1
HOMO-LUMO gap = 6.7 eV
E_LUMO = 0.1367 Eh
Strongest force on any atom = 5.19 eV Å⁻¹
SMILES string = O=[S@@H]([O-])=C1C=NCCO1
E_HOMO = -2.99 eV

Geometry (Å):
S  -2.89241  -0.14236  -0.14704
O  -0.43037  -0.80570  -0.60521
O  -3.37317  -1.09503  0.89990
O  -3.79886  0.99899  -0.35134
N  0.58517  1.68791  0.35927
C  1.46680  0.62239  -0.09810
C  0.84235  -0.82678  -0.04202
C  -0.67747  1.41514  0.40084
C  -1.21718  0.30043  -0.25965
H  -3.14229  -0.86472  -1.45651
H  1.39254  -1.51644  -0.76153
H  0.97219  -0.90375  1.04447
H  2.32143  0.71852  0.63866
H  1.71687  0.78680  -1.11622
H  -1.21343  2.20852  0.60800

Löwdin atomic charge list, values in e, 8 entries:
1. S 0.681
2. O -0.160
3. O -0.451
4. O -0.455
5. N -0.040
6. C -0.255
7. C -0.220
8. C -0.236